No. 1
Below is a 2-piece molecular cluster, C4H11N2O3 overall at a distorted geometry, with properties calculated with ωB97M-V/def2-TZVPD.

**Largest force on an atom**: 2.6 eV/A
**HOMO energy (spin up / spin down)**: -10.292 / -10.095 eV
**Orbital gap (spin up / spin down)**: 10.8 / 6.2 eV
**Multiplicity**: 2
**Energy relative to the best compared isomer or geometry (same formula, charge and spin)**: 0.393 eV
**E_LUMO (spin up / spin down)**: 0.4602 / -3.9224 eV

Atoms and positions in Å:
C (0.93524, -1.13423, 0.48625)
N (1.53381, -1.40370, 1.81187)
C (0.68721, 0.37901, 0.20157)
C (1.73676, 0.92461, -0.78607)
N (-0.62650, 0.62543, -0.31100)
C (-1.71308, 0.99220, 0.57334)
O (-2.84168, 0.93304, 0.02368)
O (-1.37550, 1.29904, 1.73263)
H (-0.01727, -1.70561, 0.43891)
H (1.58074, -1.56578, -0.32931)
H (2.36925, -0.91215, 1.93501)
H (0.90469, -1.11048, 2.57684)
H (0.82359, 0.92692, 1.17166)
H (1.61493, 0.50185, -1.79004)
H (2.68821, 0.70357, -0.37983)
H (1.58221, 1.99127, -0.95140)
H (-0.87300, 0.19333, -1.21262)
H (-2.88836, 0.19407, -1.36181)
H (-3.22261, -1.30996, -1.69500)
O (-2.89863, -0.52244, -2.13469)

=====

No. 2
Below is one molecule with the formula C5H9NO2 at a distorted geometry, with properties calculated with ωB97M-V/def2-TZVPD.

**SMILES**: O[C@@]12CNC[C@]1(O)C2
**Largest force on an atom**: 4.3 eV/A
**HOMO energy**: -9.152 eV
**Orbital gap**: 9.7 eV
**Multiplicity**: 1
**Energy relative to the best compared isomer or geometry (same formula, charge and spin)**: 3.730 eV
**E_LUMO**: 0.5358 eV

Atoms and positions in Å:
O (-1.41464, -1.08916, -0.76420)
C (-0.42526, -0.62000, 0.08930)
C (0.95578, -1.35029, 0.00147)
N (1.91217, -0.27091, -0.34317)
C (1.31096, 0.95476, 0.33221)
C (-0.17389, 0.78772, 0.15402)
O (-0.78225, 1.74480, -0.61676)
C (-1.04462, 0.01502, 1.28351)
H (-2.18469, -1.46867, -0.09911)
H (1.21664, -1.86574, 1.03895)
H (0.87222, -2.14022, -0.72756)
H (1.65583, -0.11030, -1.33227)
H (1.54539, 0.85770, 1.34749)
H (1.60229, 1.81228, -0.34089)
H (-1.52928, 1.11634, -0.97832)
H (-0.56205, -0.13503, 2.20730)
H (-2.16421, -0.13839, 1.17121)

=====

No. 3
Below is one molecule with the formula C4H7NO, with properties calculated with ωB97M-V/def2-TZVPD.

**Largest force on an atom**: 0.2 eV/A
**HOMO energy**: -9.242 eV
**Orbital gap**: 8.7 eV
**Multiplicity**: 1
**Energy relative to the best compared isomer or geometry (same formula, charge and spin)**: 4.300 eV
**E_LUMO**: -0.5558 eV

Atoms and positions in Å:
C (-1.66932, -0.45457, 0.38809)
C (-0.46806, -0.02691, -0.42999)
C (1.28798, 1.51205, 0.08637)
C (1.76408, 0.12874, 0.12309)
O (2.91902, -0.10300, 0.43264)
N (0.74383, -0.74721, -0.13636)
H (-1.91220, -1.50375, 0.19051)
H (-1.46606, -0.33947, 1.45619)
H (-2.54599, 0.14489, 0.13091)
H (-0.68145, 0.00740, -1.50323)
H (1.52511, 2.01980, -0.86164)
H (-0.24261, 1.05116, -0.10536)
H (0.74566, -1.68913, 0.22879)

=====

No. 4
Below is C12H31FInO3 as an isolated structure at a distorted geometry, with properties calculated with ωB97M-V/def2-TZVPD.

**Largest force on an atom**: 1.1 eV/A
**HOMO energy**: -4.416 eV
**Orbital gap**: 7.3 eV
**Multiplicity**: 1
**E_LUMO**: 2.8356 eV
**Net charge**: -1

Atoms and positions in Å:
C (1.22276, -1.14944, 1.85243)
In (2.97233, -0.91765, 0.44993)
F (3.83273, -2.78921, 0.14274)
C (4.38734, 0.54580, 1.39806)
C (4.34851, 1.96317, 0.68857)
C (3.32339, 2.91410, 1.38901)
O (2.41374, 3.50125, 0.45449)
H (1.14971, -0.20276, 2.43334)
H (0.25040, -1.32114, 1.36176)
H (1.46862, -1.94718, 2.58678)
H (2.35958, -0.35439, -1.13726)
H (5.42580, 0.14829, 1.38076)
H (4.15686, 0.73784, 2.47150)
H (5.38372, 2.35433, 0.74061)
H (3.99947, 1.85967, -0.35408)
H (3.89205, 3.69081, 1.93296)
H (2.71652, 2.34395, 2.12267)
H (1.53228, 3.20934, 0.66200)
C (-3.22012, 2.34570, 3.07932)
C (-2.04239, 2.52615, 2.13615)
O (-1.62023, 1.32796, 1.51687)
C (-2.57692, 0.66224, 0.71161)
C (-3.08408, 1.49599, -0.45177)
H (-2.97764, 1.61645, 3.85520)
H (-3.47411, 3.29496, 3.55572)
H (-4.10882, 1.98601, 2.55830)
H (-1.18566, 2.89112, 2.70545)
H (-2.26066, 3.28927, 1.38028)
H (-3.40844, 0.30357, 1.32957)
H (-2.07730, -0.22505, 0.32021)
H (-3.60060, 2.39794, -0.11580)
H (-3.78274, 0.91511, -1.05610)
H (-2.25231, 1.80967, -1.08495)
C (-1.18682, -3.07374, -4.53512)
C (-0.86603, -1.85489, -3.68590)
O (-1.63478, -1.76859, -2.50071)
C (-1.49935, -2.84954, -1.58996)
C (-0.08094, -3.05438, -1.08779)
H (-2.24629, -3.08419, -4.80383)
H (-0.59212, -3.06489, -5.45059)
H (-0.97375, -4.00505, -4.00851)
H (-1.09038, -0.95377, -4.25930)
H (0.20144, -1.81278, -3.44887)
H (-1.89525, -3.77090, -2.03450)
H (-2.14782, -2.61283, -0.74332)
H (0.60920, -3.30180, -1.89560)
H (-0.05091, -3.86851, -0.36170)
H (0.29003, -2.14801, -0.61064)

=====

No. 5
Below is one molecule with the formula C21H25N3O2 at a distorted geometry, with properties calculated with ωB97M-V/def2-TZVPD.

**SMILES**: Cc1nc2ccccc2c2oc(C(=O)NCCN3CCCC[C@H]3C)cc12
**Largest force on an atom**: 1.3 eV/A
**HOMO energy**: -8.441 eV
**Orbital gap**: 8.8 eV
**Multiplicity**: 1
**Energy relative to the best compared isomer or geometry (same formula, charge and spin)**: 0.983 eV
**E_LUMO**: 0.3389 eV

Atoms and positions in Å:
C (2.29513, 2.61361, 4.94949)
C (2.29376, 1.59743, 3.85692)
N (3.12948, 0.60423, 3.92819)
C (3.17057, -0.35023, 2.96572)
C (4.09474, -1.39990, 3.10882)
C (4.17346, -2.39217, 2.16624)
C (3.33741, -2.38259, 1.04316)
C (2.42541, -1.37492, 0.86806)
C (2.32705, -0.34787, 1.81848)
C (1.43324, 0.74109, 1.75813)
O (0.52379, 1.00809, 0.80333)
C (-0.11336, 2.15721, 1.18415)
C (-1.20994, 2.68405, 0.34463)
O (-1.92593, 3.59796, 0.71082)
N (-1.30921, 2.06978, -0.85220)
C (-2.44314, 2.20893, -1.72880)
C (-3.11479, 0.83428, -1.87133)
N (-2.10613, -0.14249, -2.26026)
C (-2.02315, -0.24265, -3.70818)
C (-0.77561, -1.00162, -4.14034)
C (-0.81184, -2.39936, -3.54000)
C (-0.95835, -2.27373, -2.02995)
C (-2.19877, -1.46024, -1.63392)
C (-2.23726, -1.37418, -0.10659)
C (0.37766, 2.62492, 2.36866)
C (1.39613, 1.71415, 2.76077)
H (3.04427, 2.35192, 5.69020)
H (1.31477, 2.65538, 5.42134)
H (2.51410, 3.59931, 4.54208)
H (4.73202, -1.39625, 3.97886)
H (4.88665, -3.19450, 2.28587)
H (3.41541, -3.17542, 0.31402)
H (1.77322, -1.35372, 0.00733)
H (-0.75112, 1.24764, -1.04277)
H (-3.12523, 2.93953, -1.29064)
H (-2.10466, 2.57468, -2.70358)
H (-3.54310, 0.56866, -0.90704)
H (-3.93655, 0.89231, -2.60016)
H (-1.99389, 0.77028, -4.11562)
H (-2.91654, -0.74830, -4.12106)
H (-0.73380, -1.04549, -5.22978)
H (0.10882, -0.47142, -3.78290)
H (0.09804, -2.94975, -3.78626)
H (-1.66167, -2.95209, -3.94799)
H (-1.02330, -3.26408, -1.57595)
H (-0.07750, -1.77083, -1.62564)
H (-3.10078, -1.99878, -1.98660)
H (-3.19666, -1.02974, 0.26987)
H (-1.45853, -0.70566, 0.25196)
H (-2.05972, -2.36225, 0.31174)
H (0.04539, 3.50483, 2.87874)

=====

No. 6
Below is C5H10O as an isolated structure, with properties calculated with ωB97M-V/def2-TZVPD.

**Largest force on an atom**: 0.5 eV/A
**HOMO energy (spin up / spin down)**: -7.539 / -7.539 eV
**Orbital gap (spin up / spin down)**: 8.0 / 8.0 eV
**Multiplicity**: 1
**Energy relative to the best compared isomer or geometry (same formula, charge and spin)**: 5.912 eV
**E_LUMO (spin up / spin down)**: 0.4502 / 0.4499 eV

Atoms and positions in Å:
C (1.50777, 0.52571, -0.30689)
C (0.54230, -0.38965, 0.16035)
O (0.98665, -1.62932, 0.61962)
C (-0.76212, -0.43389, -0.53294)
C (-1.58569, 0.64972, 0.09605)
C (-0.69788, 0.21449, 1.23932)
H (1.15747, 1.49282, -0.66095)
H (0.94174, -0.04621, -1.98332)
H (2.47823, 0.55138, 0.18978)
H (1.85876, -1.77000, 0.22860)
H (0.14016, -0.23327, -2.13322)
H (-1.21917, -1.42644, -0.53197)
H (-2.64782, 0.42846, 0.18815)
H (-1.41612, 1.66835, -0.25271)
H (-1.10437, -0.57693, 1.86331)
H (-0.17990, 0.97477, 1.81680)